8
Properties=species:S:1:pos:R:3:forces:R:3 method="wB97M-V/def2-TZVPD" homo_ev=-11.120 de_lowest_kcal_mol=51.0 orbital_gap_ev=8.802
C 0.86901 -1.46580 -0.20676 -0.24 1.75 1.65
C -1.70493 -0.33033 0.97720 8.38 0.62 -0.43
N 0.91947 -2.35555 -0.90513 0.24 -1.88 -1.51
N -2.81849 -0.35478 1.03853 -5.20 -0.15 0.28
P 1.24871 1.33522 -0.51722 -1.34 0.46 -1.77
P 0.75605 -0.09820 0.92841 -3.15 -1.55 0.91
H 0.19036 0.94569 -1.53827 1.24 0.73 1.26
H 0.53982 2.32375 0.22324 0.07 0.01 -0.40

=====

8
Properties=species:S:1:pos:R:3:forces:R:3 method="wB97M-V/def2-TZVPD" homo_ev="-3.736 / -3.568" de_lowest_kcal_mol=61.2 total_charge=-1 orbital_gap_ev="5.753 / 6.322"
C 0.82649 -0.10382 0.67875 -1.24 -0.08 0.92
C 0.83497 0.06966 -0.77006 1.21 -0.82 0.82
N -0.35798 -0.53612 1.08577 0.67 -0.57 0.83
N -0.23457 -0.45751 -1.34919 1.29 1.36 -1.56
P -1.32698 -0.96813 -0.23967 0.00 1.15 1.22
S -3.15738 1.49215 0.33343 0.55 -0.75 -0.25
H 1.63603 0.02621 1.49118 -1.11 0.21 -1.75
H 1.77941 0.47757 -1.23021 -1.35 -0.51 -0.23

=====

7
Properties=species:S:1:pos:R:3:forces:R:3 method="wB97M-V/def2-TZVPD" homo_ev=-12.621 smiles=N#C[SiH2]C#N de_lowest_kcal_mol=2.0 orbital_gap_ev=12.625
C 1.59120 1.46415 0.09837 -2.93 -2.93 0.05
C 1.71286 -1.36704 0.05064 -2.48 2.12 0.11
N 2.33088 2.29827 -0.04960 2.24 2.59 -0.24
N 2.29158 -2.33249 -0.05240 1.59 -2.13 -0.13
Si 0.41328 -0.01334 -0.01051 0.52 0.73 -0.09
H -0.16770 0.01418 -1.47730 0.35 -0.12 1.81
H -0.47802 0.03102 1.27255 0.71 -0.26 -1.50

=====

Quick rundown of energy, same order as above: -23660.346, -25209.417, -12962.950 eV